# 1
Entry from the OMol25 dataset: 2 unconnected molecules or ions with the total composition C23H34BNO2S3 (wB97M-V/def2-TZVPD).

Summary:
Highest occupied orbital energy ... -0.2265 Ha
Orbital gap ... 0.087 Eh
E ... -2321.3372 a.u.
Energy relative to the best compared isomer or geometry (same formula, charge and spin) ... 113.2 kJ/mol
2S+1 ... 1
Strongest force on any atom ... 3.2 eV/Å

Element x y z (Å)
C (-6.1982, -1.3162, 3.0408)
C (-5.0619, -1.3695, 2.0974)
C (-4.7019, -2.4029, 1.2539)
C (-3.4947, -2.1413, 0.5095)
C (-2.9349, -0.9275, 0.8383)
B (-1.6007, -0.2272, 0.2048)
C (-0.3227, -0.8556, 1.0553)
C (-0.2271, -0.5866, 2.4125)
C (0.8222, -1.1032, 3.1771)
C (1.8031, -1.9407, 2.5738)
N (2.8514, -2.4366, 3.2980)
C (3.9350, -3.1925, 2.7051)
C (3.0777, -2.1219, 4.6930)
C (1.6429, -2.2526, 1.1958)
C (0.6166, -1.6738, 0.4411)
O (-1.6732, -0.6714, -1.1635)
C (-1.5932, 0.5237, -1.9069)
C (-0.1280, 0.7868, -2.1915)
C (-2.2975, 0.3703, -3.2442)
C (-2.2087, 1.6246, -0.9047)
C (-1.7532, 3.0645, -1.1284)
C (-3.7309, 1.5986, -0.9069)
O (-1.7127, 1.1945, 0.3520)
S (-3.9170, -0.0587, 1.9756)
H (-6.8237, -2.2033, 2.9118)
H (-5.8355, -1.2845, 4.0760)
H (-6.7972, -0.4173, 2.8553)
H (-5.2795, -3.3222, 1.1642)
H (-3.0769, -2.8476, -0.2019)
H (-0.9892, 0.0189, 2.8982)
H (0.8687, -0.8539, 4.2322)
H (3.9865, -3.0558, 1.6239)
H (4.8834, -2.8613, 3.1511)
H (3.8269, -4.2657, 2.9198)
H (2.1600, -1.8261, 5.2011)
H (3.4850, -3.0129, 5.1908)
H (3.8197, -1.3153, 4.8011)
H (2.3121, -2.9501, 0.6998)
H (0.5541, -1.9010, -0.6208)
H (-0.0088, 1.6346, -2.8737)
H (0.4200, 1.0006, -1.2693)
H (0.3398, -0.0864, -2.6606)
H (-2.1949, 1.2945, -3.8260)
H (-1.8134, -0.4327, -3.8117)
H (-3.3573, 0.1361, -3.1166)
H (-2.0744, 3.3999, -2.1224)
H (-2.2422, 3.7121, -0.3909)
H (-0.6672, 3.1779, -1.0309)
H (-4.1048, 2.0540, -1.8309)
H (-4.1209, 0.5767, -0.8317)
H (-4.1069, 2.1969, -0.0684)
C (5.1383, 2.2712, -3.6536)
C (5.3039, 1.8223, -2.2062)
S (3.9804, 0.7072, -1.5968)
C (2.6345, 1.6801, -1.8513)
S (2.3321, 2.2770, -3.4027)
C (3.8881, 3.1258, -3.8324)
H (6.0066, 2.8861, -3.9237)
H (5.1224, 1.4114, -4.3308)
H (6.2225, 1.2391, -2.0593)
H (5.3112, 2.6744, -1.5175)
H (2.0483, 2.0008, -0.9909)
H (3.9095, 4.0227, -3.2026)
H (3.7463, 3.4312, -4.8793)

=====

# 2
Entry from the OMol25 dataset: 2 unconnected molecules or ions with the total composition C7H18Cl2NSi (wB97M-V/def2-TZVPD).

Summary:
Highest occupied orbital energy ... -0.4971 Ha
Net charge ... +1
Orbital gap ... 0.319 Eh
E ... -1541.8775 a.u.
2S+1 ... 1
Strongest force on any atom ... 5.7 eV/Å

Element x y z (Å)
C (-1.5968, -1.0710, -1.5467)
C (0.0370, 2.7905, 0.4848)
C (2.4533, -0.1799, -0.1904)
C (-1.6729, -1.9619, 1.9428)
C (-0.2574, -0.6253, -1.1197)
C (0.0624, 1.6765, -0.5674)
C (1.2332, -0.0338, 0.7928)
N (-0.0592, 0.2114, 0.0735)
Si (-1.5449, -0.1143, 1.2967)
Cl (-3.1688, 0.9212, 0.7146)
Cl (-0.5293, 1.2755, 3.6039)
H (-2.0798, -1.9190, -0.9016)
H (-2.2791, -0.2480, -1.6493)
H (-1.5172, -1.3545, -2.5999)
H (0.6106, 3.7261, 0.3016)
H (-1.0473, 3.1058, 0.6942)
H (0.5078, 2.4428, 1.4863)
H (3.2619, 0.2976, 0.2538)
H (2.7808, -1.3146, -0.2596)
H (2.3325, 0.1916, -1.2451)
H (-0.8940, -2.1279, 2.6897)
H (-2.6200, -2.1311, 2.4114)
H (-1.7845, -2.7405, 1.2237)
H (0.2688, -0.2720, -1.9985)
H (0.3134, -1.5799, -0.8369)
H (0.8381, 1.7407, -1.2436)
H (-0.9721, 1.7765, -1.0786)
H (1.1457, 0.7320, 1.6580)
H (1.1264, -0.9706, 1.2730)

=====

# 3
Entry from the OMol25 dataset: a molecular structure, C6H9LiO7Y (wB97M-V/def2-TZVPD).

Summary:
Highest occupied orbital energy (spin up / spin down) ... -0.5057 / -0.5596 Ha
Net charge ... +2
Expectation value of S² ... 0.753
Orbital gap (spin up / spin down) ... 0.165 / 0.219 Eh
E ... -806.0347 a.u.
Energy relative to the best compared isomer or geometry (same formula, charge and spin) ... 0.0 kJ/mol
2S+1 ... 2
Strongest force on any atom ... 4.4 eV/Å

Element x y z (Å)
O (-1.6795, -0.3362, -2.2866)
C (-2.4059, -1.0513, -1.5148)
O (-2.1664, -2.2835, -1.4334)
Y (-0.5672, -2.2102, -2.6464)
O (-3.3868, -0.4514, -0.9063)
C (-3.3717, -0.3384, 0.5336)
C (-1.9942, -0.0568, 1.0722)
H (-3.7958, -1.2571, 0.9567)
H (-4.0631, 0.4874, 0.7386)
H (-1.6076, -0.9779, 1.5276)
H (-2.0258, 0.7332, 1.8330)
C (3.5045, 0.9544, 1.2378)
C (2.2715, 0.3205, 0.6907)
O (2.4847, -0.2746, -0.5293)
C (1.5722, -0.2450, -1.5161)
O (1.0468, 0.8308, -1.8369)
O (1.1940, -1.3930, -1.8995)
O (3.1200, 1.9228, 2.1881)
Li (-0.6860, 1.2423, -2.3950)
H (4.0827, 1.4108, 0.4098)
H (4.1434, 0.1763, 1.6917)
H (-0.9964, 0.2858, 0.4286)
H (3.8341, 2.5565, 2.2976)
H (1.4929, -0.0455, 1.3583)

=====

# 4
Entry from the OMol25 dataset: a molecular structure, C20H22N4O3S (wB97M-V/def2-TZVPD).

Summary:
Highest occupied orbital energy ... -0.3102 Ha
Orbital gap ... 0.316 Eh
E ... -1617.5619 a.u.
Energy relative to the best compared isomer or geometry (same formula, charge and spin) ... 2162.5 kJ/mol
2S+1 ... 1
Strongest force on any atom ... 19.7 eV/Å

Element x y z (Å)
C (-0.5670, 1.7643, -4.3048)
H (-1.4303, 1.4499, -5.0179)
O (-0.6745, 1.0971, -3.0652)
C (-0.2710, -0.3361, -3.3810)
C (-0.2272, -1.0445, -2.2054)
N (0.9966, -0.5169, -1.2414)
C (0.8642, 0.6593, -0.6078)
N (1.4222, 1.4913, -0.1729)
N (0.9505, 2.5266, 0.4324)
C (-0.2557, 2.6718, 0.4750)
C (-1.0645, 3.6098, 1.2969)
C (-0.4625, 4.6699, 1.6917)
C (-1.1580, 5.8500, 2.0076)
N (-2.4526, 5.8001, 2.3629)
C (-3.1724, 4.7124, 1.6830)
C (-2.2690, 3.6324, 1.1858)
H (-2.8565, 2.9103, 0.6406)
H (-4.0457, 4.7513, 1.7967)
H (-0.7826, 6.7607, 2.7288)
H (0.8103, 4.8382, 1.7207)
S (-1.0697, 1.1533, -0.2674)
C (2.2675, -1.2319, -1.0769)
O (2.3123, -2.0551, -1.8703)
C (3.3557, -0.7263, -0.1382)
H (3.1949, 0.2701, -0.4187)
H (4.0287, -1.2513, -0.4292)
C (2.8487, -0.7615, 1.0652)
C (1.4779, -1.6930, 1.5423)
C (1.7362, -3.0651, 0.9903)
C (0.5528, -3.7677, 1.0663)
C (-0.7925, -3.3288, 1.6678)
C (-0.8236, -2.0388, 1.9606)
C (0.3928, -1.1745, 1.9981)
H (0.3953, -0.1840, 2.1858)
H (-1.6103, -1.6266, 2.3937)
O (-1.9274, -3.9931, 1.9032)
C (-2.0593, -5.3515, 1.2226)
H (-1.4448, -5.4024, 0.3502)
H (-2.9113, -5.7150, 1.5194)
H (-1.1341, -6.0773, 2.0072)
H (0.6989, -4.7200, 0.7287)
H (2.7294, -3.5321, 0.7238)
H (3.6874, -1.2899, 1.7651)
H (2.6476, 0.1677, 1.5083)
H (0.0232, -2.2553, -2.1115)
H (-1.1250, -0.8213, -1.4961)
H (0.7813, -0.3699, -3.9359)
H (-0.9539, -0.7287, -4.0597)
H (-1.0202, 2.7124, -4.0286)
H (0.3874, 1.5599, -4.7919)

=====

# 5
Entry from the OMol25 dataset: a molecular structure, C22H51LuN4OP2 (wB97M-V/def2-TZVPD).

Summary:
Highest occupied orbital energy ... -0.4874 Ha
Net charge ... +2
Orbital gap ... 0.304 Eh
E ... -3080.8555 a.u.
Energy relative to the best compared isomer or geometry (same formula, charge and spin) ... 130.5 kJ/mol
2S+1 ... 1
Strongest force on any atom ... 3.0 eV/Å

Element x y z (Å)
Lu (-0.2565, -0.0200, 0.5560)
P (0.3221, 1.0364, -2.8947)
P (-2.1408, -1.9626, 1.0587)
N (-1.7073, 1.5387, 0.0271)
C (-0.6427, 2.5128, -2.1549)
H (0.0834, 3.2151, -1.6584)
H (-1.0618, 3.0370, -3.0494)
C (-1.8260, 2.3378, -1.1956)
H (-2.0352, 3.3456, -0.8068)
H (-2.7259, 2.0267, -1.7596)
C (-3.0155, 0.7783, 0.2312)
H (-3.3759, 0.2935, -0.7074)
H (-3.8584, 1.4896, 0.4582)
C (-2.9342, -0.2827, 1.3785)
H (-3.9552, -0.5054, 1.7119)
H (-2.3604, 0.2166, 2.1791)
C (-2.2840, -2.8192, 2.7414)
C (-1.3572, -2.1913, 3.7831)
H (-1.4931, -1.1095, 3.8936)
H (-0.2983, -2.3943, 3.5663)
H (-1.5809, -2.6358, 4.7601)
C (-3.2999, -2.7834, -0.0769)
C (-2.6063, -3.8906, -0.8705)
H (-3.2815, -4.2838, -1.6350)
H (-2.3171, -4.7373, -0.2448)
H (-1.7079, -3.5350, -1.3820)
C (0.5424, 1.0294, -4.7044)
C (1.7252, 0.1580, -5.1526)
H (1.6015, -0.0922, -6.2160)
H (1.7897, -0.7877, -4.6021)
H (2.6863, 0.6827, -5.0672)
C (1.9573, 1.4022, -2.1201)
C (2.9465, 0.2234, -2.1533)
H (3.7145, 0.3772, -1.3768)
H (3.4825, 0.1459, -3.1127)
H (2.4434, -0.7316, -1.9412)
C (-0.4794, -0.6241, -2.6535)
C (-4.5811, -3.2069, 0.5930)
H (-4.9195, -2.5067, 1.3524)
H (-5.3725, -3.2743, -0.1510)
H (-4.5072, -4.1856, 1.0563)
C (0.5735, 2.4052, -5.3897)
H (0.5798, 2.2560, -6.4824)
H (-0.3112, 3.0076, -5.1407)
H (1.4835, 2.9688, -5.1265)
C (2.6396, 2.6791, -2.6497)
H (3.4799, 2.9523, -1.9870)
H (3.0564, 2.5421, -3.6583)
H (1.9662, 3.5409, -2.6688)
C (-2.0403, -4.3254, 2.6172)
H (-1.1507, -4.5475, 2.0128)
H (-1.8676, -4.7486, 3.6133)
H (-2.8904, -4.8676, 2.1880)
H (-3.3332, -2.6273, 3.0194)
H (1.7217, 1.5756, -1.0497)
H (-3.5242, -1.9856, -0.7888)
H (-0.3748, 0.5163, -5.0335)
O (0.0547, -0.9824, -1.4215)
H (-1.5723, -0.8351, -2.8680)
H (-0.4041, -1.1450, -3.7092)
C (1.5890, 3.5224, 3.2037)
N (2.3347, 2.2540, 3.2518)
C (3.5581, 2.2950, 4.0494)
C (2.0065, 1.2437, 2.4183)
N (1.0961, 1.4466, 1.4393)
N (2.4734, -0.0124, 2.5966)
C (3.0765, -0.4766, 3.8274)
C (2.0663, -1.0366, 1.6550)
H (1.9126, 4.1175, 4.0650)
H (0.5074, 3.3229, 3.2793)
H (1.7921, 4.0909, 2.2776)
H (3.4049, 1.8116, 5.0267)
H (4.4064, 1.8323, 3.5244)
H (3.7929, 3.3505, 4.2329)
H (0.9004, 2.4335, 1.3089)
H (3.0861, -1.5708, 3.8130)
H (4.1245, -0.1563, 3.9254)
H (2.5175, -0.1658, 4.7196)
H (1.1039, -1.5033, 1.9401)
H (2.0497, -0.6310, 0.6319)
H (2.8012, -1.8344, 1.6771)

=====

# 6
Entry from the OMol25 dataset: 2 unconnected molecules or ions with the total composition C5H10O2 (wB97M-V/def2-TZVPD).

Summary:
Highest occupied orbital energy ... -0.3602 Ha
SMILES string ... C=C[C@@H](C)O.C=O
Orbital gap ... 0.381 Eh
E ... -346.9329 a.u.
Energy relative to the best compared isomer or geometry (same formula, charge and spin) ... 242.9 kJ/mol
2S+1 ... 1
Strongest force on any atom ... 0.6 eV/Å

Element x y z (Å)
C (1.6596, -1.0480, -0.1122)
C (0.3710, -1.2339, 0.1600)
C (-0.7652, -0.7841, -0.7370)
C (-1.8756, -0.0816, 0.0485)
O (-0.3273, 0.0059, -1.8194)
H (1.9633, -0.5426, -1.0257)
H (2.4428, -1.4124, 0.5479)
H (0.0753, -1.7646, 1.0672)
H (-1.1926, -1.6871, -1.1945)
H (-2.2158, -0.6855, 0.8976)
H (-1.5217, 0.8845, 0.4287)
H (-2.7289, 0.1105, -0.6084)
H (-0.0680, 0.8686, -1.4576)
C (1.0478, 1.8383, 0.9577)
O (0.7401, 2.2034, -0.1518)
H (0.3162, 1.3893, 1.6544)
H (2.0789, 1.9393, 1.3444)

=====

- What is the strongest force on any atom in the second record?
  5.7 eV/Å

=====

Please write out number 1 again, unchanged.
Entry from the OMol25 dataset: 2 unconnected molecules or ions with the total composition C23H34BNO2S3 (wB97M-V/def2-TZVPD).

Summary:
Highest occupied orbital energy ... -0.2265 Ha
Orbital gap ... 0.087 Eh
E ... -2321.3372 a.u.
Energy relative to the best compared isomer or geometry (same formula, charge and spin) ... 113.2 kJ/mol
2S+1 ... 1
Strongest force on any atom ... 3.2 eV/Å

Element x y z (Å)
C (-6.1982, -1.3162, 3.0408)
C (-5.0619, -1.3695, 2.0974)
C (-4.7019, -2.4029, 1.2539)
C (-3.4947, -2.1413, 0.5095)
C (-2.9349, -0.9275, 0.8383)
B (-1.6007, -0.2272, 0.2048)
C (-0.3227, -0.8556, 1.0553)
C (-0.2271, -0.5866, 2.4125)
C (0.8222, -1.1032, 3.1771)
C (1.8031, -1.9407, 2.5738)
N (2.8514, -2.4366, 3.2980)
C (3.9350, -3.1925, 2.7051)
C (3.0777, -2.1219, 4.6930)
C (1.6429, -2.2526, 1.1958)
C (0.6166, -1.6738, 0.4411)
O (-1.6732, -0.6714, -1.1635)
C (-1.5932, 0.5237, -1.9069)
C (-0.1280, 0.7868, -2.1915)
C (-2.2975, 0.3703, -3.2442)
C (-2.2087, 1.6246, -0.9047)
C (-1.7532, 3.0645, -1.1284)
C (-3.7309, 1.5986, -0.9069)
O (-1.7127, 1.1945, 0.3520)
S (-3.9170, -0.0587, 1.9756)
H (-6.8237, -2.2033, 2.9118)
H (-5.8355, -1.2845, 4.0760)
H (-6.7972, -0.4173, 2.8553)
H (-5.2795, -3.3222, 1.1642)
H (-3.0769, -2.8476, -0.2019)
H (-0.9892, 0.0189, 2.8982)
H (0.8687, -0.8539, 4.2322)
H (3.9865, -3.0558, 1.6239)
H (4.8834, -2.8613, 3.1511)
H (3.8269, -4.2657, 2.9198)
H (2.1600, -1.8261, 5.2011)
H (3.4850, -3.0129, 5.1908)
H (3.8197, -1.3153, 4.8011)
H (2.3121, -2.9501, 0.6998)
H (0.5541, -1.9010, -0.6208)
H (-0.0088, 1.6346, -2.8737)
H (0.4200, 1.0006, -1.2693)
H (0.3398, -0.0864, -2.6606)
H (-2.1949, 1.2945, -3.8260)
H (-1.8134, -0.4327, -3.8117)
H (-3.3573, 0.1361, -3.1166)
H (-2.0744, 3.3999, -2.1224)
H (-2.2422, 3.7121, -0.3909)
H (-0.6672, 3.1779, -1.0309)
H (-4.1048, 2.0540, -1.8309)
H (-4.1209, 0.5767, -0.8317)
H (-4.1069, 2.1969, -0.0684)
C (5.1383, 2.2712, -3.6536)
C (5.3039, 1.8223, -2.2062)
S (3.9804, 0.7072, -1.5968)
C (2.6345, 1.6801, -1.8513)
S (2.3321, 2.2770, -3.4027)
C (3.8881, 3.1258, -3.8324)
H (6.0066, 2.8861, -3.9237)
H (5.1224, 1.4114, -4.3308)
H (6.2225, 1.2391, -2.0593)
H (5.3112, 2.6744, -1.5175)
H (2.0483, 2.0008, -0.9909)
H (3.9095, 4.0227, -3.2026)
H (3.7463, 3.4312, -4.8793)